[1]
DFT (ωB97M-V/def2-TZVPD) results for the molecule C18H22N2O3 at a distorted geometry.

Summary:
Energy relative to the best compared isomer or geometry (same formula, charge and spin), kcal/mol: 366.01
SMILES string: CCOC(=O)[C@H](C)N1N=C(/C=C/c2ccc(C)cc2)CCC1=O
Spin multiplicity: 1
Charge: 0
LUMO, eV: -0.88
Kohn-Sham gap, Eh: 0.2647

XYZ file:
```
45
Properties=species:S:1:pos:R:3:forces:R:3:nbo_charge:R:1
C -6.104483 -2.169722 -1.464238 -4.742 1.170 -2.999 -0.62
C -5.333576 -0.813189 -1.601441 -8.719 -0.039 -3.237 -0.06
O -4.284859 -0.936708 -0.939834 6.081 1.192 8.904 -0.53
C -4.550119 -0.642123 0.570069 -3.033 -0.061 0.759 0.81
O -5.651032 -0.647368 1.231883 5.835 -0.215 -4.540 -0.54
C -3.170662 -0.454022 1.124086 -2.004 0.983 4.826 -0.16
C -3.342751 0.042695 2.941825 -1.930 -2.737 -6.055 -0.52
N -2.284647 0.404690 0.414752 2.263 -5.058 1.627 -0.28
N -0.972003 -0.086859 0.310920 0.989 0.558 1.170 -0.26
C 0.008830 0.797354 0.099379 -2.448 -9.731 1.130 0.20
C 1.239686 0.112359 0.204628 5.171 3.839 -1.679 -0.23
C 2.486812 0.655180 -0.099046 -7.564 5.584 -1.140 -0.07
C 3.756326 0.225539 -0.017294 4.828 7.623 -2.115 -0.16
C 4.181551 -0.957626 0.101243 -6.906 -7.087 2.349 -0.16
C 5.348966 -1.469076 0.327758 7.314 -3.351 -1.516 -0.22
C 6.403458 -0.657895 -0.094203 1.439 1.265 3.501 0.05
C 7.941072 -1.134286 0.061242 -9.414 -4.094 6.535 -0.57
C 6.056394 0.777619 -0.113450 8.072 -0.453 -4.223 -0.21
C 4.867931 1.254159 -0.260715 -5.288 -3.636 1.779 -0.16
C -0.258533 1.960926 -0.431830 -4.311 10.641 1.359 -0.45
C -1.782647 2.337500 -1.025302 3.304 -3.402 0.073 -0.43
C -2.659688 1.474892 -0.078094 -8.109 10.481 -3.533 0.64
O -3.914785 2.066872 0.073389 5.476 -3.761 -0.047 -0.70
H -5.550549 -2.987515 -1.816434 1.186 -0.974 -0.676 0.20
H -6.553922 -2.515913 -0.513586 0.423 1.033 -0.210 0.22
H -7.110194 -2.120430 -2.297417 2.750 -0.206 2.445 0.17
H -6.017051 0.062492 -1.276976 0.865 -1.178 -0.357 0.17
H -5.086090 -0.600882 -2.633457 -0.092 -0.214 -0.557 0.18
H -2.839675 -1.401869 1.480985 1.142 -0.754 -1.059 0.28
H -2.405761 0.082522 3.214032 4.650 -0.666 2.169 0.19
H -4.147497 -0.503619 3.293695 -0.739 -1.756 1.152 0.23
H -3.684866 0.946468 2.818236 -1.824 5.217 -0.523 0.21
H 1.357879 -0.864671 0.354125 -0.915 -3.958 1.317 0.22
H 2.373699 1.848383 -0.512234 0.562 -3.234 1.344 0.17
H 3.282421 -1.651022 0.283753 1.351 0.354 -0.381 0.19
H 5.608814 -2.598209 0.486753 -1.006 2.212 -0.116 0.22
H 8.151513 -1.502296 1.109903 -0.248 0.973 -0.966 0.21
H 7.991624 -1.946100 -0.481190 0.602 -4.254 -3.095 0.21
H 8.472279 -0.479188 -0.253354 6.896 8.035 -3.474 0.19
H 6.987698 1.541511 -0.682423 -2.518 -2.216 2.429 0.19
H 4.621155 2.233857 -0.351345 -0.589 2.767 -0.516 0.21
H 0.435299 2.381317 -1.053832 1.976 0.942 -1.470 0.24
H -0.248641 2.692998 0.588570 0.288 -1.235 -2.324 0.23
H -1.952142 3.479010 -1.016533 -0.009 -2.370 -0.110 0.27
H -1.667242 1.762231 -2.077008 -1.057 1.769 2.051 0.24
```
Positions in Å, forces in eV/Å.

***

[2]
DFT (ωB97M-V/def2-TZVPD) results for C18H22N2O4S2 as an isolated structure at a distorted geometry.

Summary:
Energy relative to the best compared isomer or geometry (same formula, charge and spin), kcal/mol: 409.19
Spin multiplicity: 1
Charge: 0
LUMO, eV: -0.95
Kohn-Sham gap, Eh: 0.2757

XYZ file:
```
48
Properties=species:S:1:pos:R:3:forces:R:3:nbo_charge:R:1
C -2.976810 -0.890616 2.441234 5.035 2.023 -2.192 -0.56
H -2.266248 -1.047605 3.242501 -0.278 0.111 0.289 0.20
H -3.565824 -1.630359 2.244441 -3.895 -4.700 -0.026 0.19
H -3.548565 -0.008730 2.449504 -0.344 1.334 0.279 0.20
C -2.115385 -0.988398 0.959826 3.433 3.152 7.323 -0.41
C -3.027299 -0.677126 -0.063307 -0.456 0.824 -1.870 -0.20
C -3.318209 -1.683151 -0.876717 -2.475 2.386 -4.331 0.01
S -4.349391 -0.980786 -2.387756 0.574 -0.247 2.645 0.31
C -4.522420 0.549970 -1.597057 3.455 -1.164 4.040 -0.40
C -3.644572 0.573789 -0.402347 -4.314 2.153 -2.285 -0.16
C -3.735126 2.039614 0.466906 0.953 -8.286 -5.055 0.75
O -4.783626 2.396051 0.847659 -0.815 2.364 1.454 -0.53
N -2.442686 2.261993 0.574764 -0.591 8.174 9.170 -0.59
C -1.185309 2.302353 0.183825 -2.301 -4.271 -9.515 0.22
C -0.096359 2.533288 0.788566 -2.541 5.664 11.706 -0.22
C 1.115442 2.283541 0.561711 8.005 -3.144 -6.163 -0.10
C 1.381631 1.591735 -0.764780 -6.565 3.632 5.425 -0.50
C 0.216133 1.402673 -1.526977 8.093 -2.677 -6.653 -0.15
C -0.919594 1.802007 -1.200309 -9.488 1.775 4.663 -0.24
H -1.905010 1.536937 -1.645361 1.274 0.350 -0.653 0.25
H 0.374783 1.046636 -2.684022 -0.206 0.523 3.119 0.27
S 2.881712 1.490034 -1.227164 6.318 5.519 -7.718 2.40
O 3.853601 2.619299 -1.046818 -3.006 -1.805 0.687 -0.93
O 2.882043 0.939981 -2.552253 -1.520 1.271 -2.936 -1.00
N 3.407026 0.337699 -0.537538 5.490 -10.974 9.478 -0.78
C 4.924680 -0.024438 -0.190276 -13.659 -0.540 8.334 -0.12
H 5.310605 0.731883 0.035092 5.976 11.794 2.689 0.20
C 5.120728 -0.890480 0.913340 0.871 -7.682 -3.762 -0.07
H 6.063331 -1.337766 1.130606 1.464 0.854 -0.515 0.23
O 4.444556 -2.303975 0.764732 -1.218 3.320 -1.217 -0.55
C 3.037643 -1.949768 0.503177 0.419 -3.727 4.201 -0.10
H 2.562058 -3.064407 0.213807 0.751 3.234 1.061 0.22
C 2.748828 -1.033844 -0.555566 -1.324 1.202 -4.575 -0.28
H 1.625155 -0.992529 -0.643451 1.045 0.515 0.290 0.24
H 3.010694 -1.555189 -1.536523 0.061 0.950 0.883 0.22
H 2.650319 -1.465125 1.530536 0.345 -1.420 -1.917 0.16
H 4.763100 -0.616696 1.724636 -3.356 3.112 7.637 0.16
H 5.249872 -0.420983 -0.855109 6.792 -7.701 -14.997 0.16
H 2.045087 2.605738 1.028572 -0.689 0.024 0.629 0.26
H -0.342419 3.112190 1.990553 0.756 -1.569 -3.240 0.15
H -2.433578 3.084024 1.563398 0.082 -2.550 -3.032 0.37
H -5.240228 1.354899 -1.681656 0.032 -0.213 -0.776 0.26
C -2.792616 -2.988137 -1.076258 2.559 -1.154 -2.890 -0.69
H -1.655510 -3.080166 -1.142288 -0.930 0.918 -0.596 0.22
H -3.193009 -3.395398 -2.052713 0.350 -0.216 1.557 0.24
H -2.824962 -3.573898 -0.231088 -1.403 -1.889 1.796 0.24
H -1.336420 -0.109569 1.274079 -1.512 -1.755 -1.584 0.21
H -1.447846 -1.887199 1.043881 -1.247 0.508 -0.858 0.23
```
Positions in Å, forces in eV/Å.

***

[3]
DFT (ωB97M-V/def2-TZVPD) results for the molecule C18H22N2O5S at a distorted geometry.

Summary:
Energy relative to the best compared isomer or geometry (same formula, charge and spin), kcal/mol: 76.16
SMILES string: CCOc1ccc(S(=O)(=O)N/N=C(\C)c2ccc(OC)cc2OC)cc1
Spin multiplicity: 1
Charge: 0
LUMO, eV: 0.62
Kohn-Sham gap, Eh: 0.3319

XYZ file:
```
48
Properties=species:S:1:pos:R:3:forces:R:3:nbo_charge:R:1
C 0.511180 -5.672436 -0.534268 -0.222 0.404 -0.033 -0.62
C 0.028204 -4.302356 -0.983293 0.296 -0.224 -0.225 -0.07
O -0.934064 -3.858348 -0.042076 -0.109 -0.013 0.186 -0.51
C -1.451105 -2.618243 -0.162484 -0.194 0.289 0.005 0.42
C -1.199450 -1.747658 -1.221777 0.064 -0.259 -0.040 -0.31
C -1.762283 -0.484184 -1.221732 -0.050 -0.023 -0.059 -0.16
C -2.569951 -0.093846 -0.175941 -0.249 0.811 -0.123 -0.38
S -3.128678 1.591205 -0.057809 0.053 -0.118 0.121 2.29
O -3.199475 2.187068 -1.360208 0.217 -0.331 0.063 -0.93
O -4.281538 1.686284 0.788453 0.098 -0.169 0.244 -0.94
N -1.896453 2.312293 0.872417 -0.946 0.350 -0.539 -0.69
N -0.579856 1.919493 0.808240 0.750 -0.299 0.409 -0.28
C 0.138418 2.034973 -0.236085 -0.317 0.132 -0.212 0.29
C -0.222163 2.660169 -1.551073 -0.296 0.098 0.114 -0.72
C 1.514487 1.520198 -0.113674 0.174 -0.223 0.185 -0.16
C 2.597025 2.233878 -0.614475 -0.206 -0.178 0.126 -0.15
C 3.895399 1.770949 -0.506705 0.389 -0.017 -0.027 -0.32
C 4.141308 0.544019 0.099874 -0.280 0.000 0.062 0.31
O 5.367264 -0.020154 0.261486 -0.314 -0.118 0.082 -0.49
C 6.496725 0.678518 -0.206236 0.180 0.121 -0.081 -0.25
C 3.063976 -0.196324 0.584003 0.081 -0.043 0.018 -0.26
C 1.767195 0.276700 0.486436 -0.011 0.007 -0.034 0.34
O 0.721856 -0.519605 0.901221 0.525 0.090 -0.337 -0.54
C 0.573570 -0.611031 2.303525 -0.036 0.017 0.301 -0.24
C -2.848529 -0.951290 0.872865 -0.019 -0.162 0.117 -0.16
C -2.304067 -2.215656 0.873053 0.104 -0.065 -0.101 -0.29
H 1.251349 -6.050723 -1.233352 0.076 -0.053 -0.063 0.22
H -0.324992 -6.364718 -0.490132 -0.049 -0.102 -0.009 0.22
H 0.956019 -5.603479 0.454412 0.075 -0.025 0.085 0.21
H -0.424875 -4.369055 -1.981774 0.043 0.089 0.107 0.17
H 0.865621 -3.593339 -1.019590 -0.125 -0.018 -0.028 0.18
H -0.558771 -2.036839 -2.038639 0.068 -0.053 -0.061 0.22
H -1.585288 0.200966 -2.034491 0.078 0.054 -0.154 0.24
H -2.205667 2.225681 1.833551 -0.012 -0.015 -0.057 0.40
H -1.296714 2.715526 -1.687882 0.182 0.106 -0.130 0.27
H 0.169725 3.678137 -1.564100 0.079 0.075 -0.057 0.23
H 0.233516 2.112647 -2.373696 0.021 -0.012 -0.031 0.23
H 2.427816 3.193283 -1.078512 -0.031 0.092 -0.085 0.21
H 4.700395 2.372572 -0.897180 0.092 0.032 -0.021 0.22
H 6.608313 1.644138 0.296770 -0.014 -0.032 -0.029 0.18
H 6.453023 0.834345 -1.288754 -0.006 0.006 0.043 0.18
H 7.351904 0.048149 0.031949 -0.033 0.082 -0.039 0.20
H 3.259068 -1.158426 1.031910 -0.017 -0.134 0.047 0.22
H 0.280922 0.358783 2.716944 0.004 -0.051 -0.022 0.19
H 1.497551 -0.948545 2.784618 -0.043 -0.014 -0.027 0.17
H -0.216881 -1.339480 2.473786 0.046 0.018 0.073 0.19
H -3.494646 -0.612136 1.667081 -0.076 -0.054 0.147 0.24
H -2.503670 -2.913513 1.671073 -0.038 -0.070 0.092 0.23
```
Positions in Å, forces in eV/Å.

***

[4]
DFT (ωB97M-V/def2-TZVPD) results for the molecule C18H22N4O at a distorted geometry.

Summary:
Energy relative to the best compared isomer or geometry (same formula, charge and spin), kcal/mol: 0.25
SMILES string: C[C@@H]1CCCCN1CCn1cnc2c([nH]c3ccccc32)c1=O
Spin multiplicity: 1
Charge: 0
LUMO, eV: 0.56
Kohn-Sham gap, Eh: 0.3132

XYZ file:
```
45
Properties=species:S:1:pos:R:3:forces:R:3:nbo_charge:R:1
C 4.429801 1.508470 -1.556084 -0.258 0.033 0.184 -0.61
C 3.363451 1.072838 -0.544534 0.132 0.298 -0.117 -0.04
C 3.903435 1.128676 0.896283 0.025 -0.015 -0.134 -0.41
C 4.849061 -0.029260 1.200958 -0.206 -0.025 0.127 -0.40
C 4.149379 -1.350141 0.900929 0.148 0.068 -0.236 -0.42
C 3.681980 -1.352713 -0.559248 0.077 -0.110 0.118 -0.21
N 2.843554 -0.231994 -0.923701 -0.045 -0.080 0.059 -0.47
C 1.426136 -0.420995 -0.869729 -0.238 -0.001 0.205 -0.20
C 0.782829 -0.558042 0.534721 0.611 0.154 -0.230 -0.25
N -0.659331 -0.565909 0.425423 -0.382 0.242 0.016 -0.41
C -1.324355 -1.731686 0.199795 -0.122 -0.383 -0.045 0.28
N -2.590622 -1.869798 0.034071 -0.139 -0.458 -0.070 -0.45
C -3.313383 -0.722118 0.090078 0.632 1.003 0.203 0.14
C -2.722676 0.523481 0.312084 -0.160 -0.762 -0.123 0.00
N -3.685032 1.494464 0.319545 0.279 0.402 0.081 -0.52
C -4.900285 0.905598 0.109096 -0.178 -0.549 -0.088 0.24
C -6.165765 1.475882 0.036724 -0.140 0.092 -0.006 -0.27
C -7.234804 0.635311 -0.187400 0.086 0.197 0.037 -0.19
C -7.062512 -0.744156 -0.337870 -0.055 -0.274 -0.039 -0.24
C -5.814403 -1.320445 -0.268143 -0.030 0.087 0.006 -0.16
C -4.715840 -0.493569 -0.042353 -0.150 0.382 0.028 -0.14
C -1.310107 0.676382 0.483717 -0.107 -0.055 0.010 0.62
O -0.694007 1.714448 0.665505 -0.004 0.217 -0.013 -0.64
H 4.031373 1.423091 -2.563367 -0.015 0.002 -0.093 0.22
H 5.319237 0.890160 -1.486501 0.170 -0.064 -0.028 0.20
H 4.712926 2.542464 -1.377318 0.124 0.123 0.013 0.21
H 2.532285 1.782206 -0.619373 0.023 -0.073 0.007 0.21
H 3.067250 1.093060 1.597731 -0.025 0.044 0.046 0.20
H 4.415154 2.081128 1.043540 -0.043 0.067 0.051 0.21
H 5.749521 0.051764 0.589457 0.103 -0.016 0.011 0.19
H 5.155332 0.009252 2.248779 0.081 0.023 -0.050 0.21
H 4.828626 -2.189294 1.063045 -0.027 -0.059 0.039 0.21
H 3.298723 -1.469407 1.574333 -0.052 -0.054 0.055 0.19
H 4.570085 -1.327099 -1.201773 0.040 -0.152 0.037 0.19
H 3.140485 -2.274446 -0.783967 0.037 -0.002 -0.080 0.20
H 1.178530 -1.318186 -1.449151 -0.082 0.058 -0.006 0.19
H 0.954563 0.435328 -1.361717 -0.079 -0.086 0.010 0.21
H 1.108073 -1.477892 1.023319 -0.044 0.060 0.031 0.20
H 1.053453 0.307703 1.142455 -0.011 -0.211 -0.001 0.24
H -0.712219 -2.622889 0.167757 0.212 -0.001 0.026 0.19
H -3.504423 2.474153 0.461949 -0.007 -0.084 -0.013 0.43
H -6.302348 2.540645 0.152591 -0.043 0.101 0.008 0.22
H -8.230397 1.049412 -0.247732 -0.068 0.049 -0.004 0.21
H -7.930468 -1.362591 -0.511172 -0.057 -0.063 -0.015 0.21
H -5.672274 -2.383297 -0.382741 -0.016 -0.127 -0.017 0.22
```
Positions in Å, forces in eV/Å.